Entry 1:
Here is a structure of composition C22H29BaN6O4PS5 from OMol25. Energies are from ωB97M-V/def2-TZVPD.

```
68
Properties=species:S:1:pos:R:3:lowdin_spin:R:1
C -1.48 1.49 -3.42 0.00
S -2.31 -1.45 0.08 0.03
C -2.87 2.65 -5.34 0.00
N -0.64 0.80 -2.78 0.00
C 1.50 5.29 0.62 0.04
C 0.39 -4.78 3.01 0.00
S -2.10 1.04 -5.05 0.00
H -3.02 4.08 -0.06 0.01
C 1.36 -3.75 -5.39 0.00
C 0.82 -2.60 -4.82 0.00
C 0.90 -3.78 4.03 0.00
S -0.29 0.30 3.86 0.00
O 0.03 -1.83 -5.58 0.00
H -3.26 3.22 1.48 0.00
C -2.52 3.75 0.87 0.02
H -0.70 -4.88 3.08 0.00
H -2.13 3.33 -5.75 0.00
C 0.62 -1.08 -2.76 0.00
H -3.69 4.22 -4.09 0.00
H 2.96 -0.13 5.65 0.00
H -3.46 1.92 -0.07 0.00
H 2.47 -2.11 7.94 0.00
H 0.71 -4.13 5.05 0.00
C 2.49 -4.30 -3.34 0.00
C -0.02 3.41 0.64 0.10
H 2.58 -5.48 -5.14 0.00
H 3.86 -1.00 7.83 0.00
C -1.33 2.86 0.61 0.16
C 0.22 4.81 0.65 0.05
O 0.98 -0.87 -1.57 0.00
H 1.68 6.36 0.60 0.00
H 1.79 0.11 6.97 0.00
H 3.09 2.32 0.57 0.00
O 1.33 -1.42 5.69 0.00
H 0.63 -4.45 2.00 0.00
N -2.78 1.18 0.08 0.00
C 2.18 -4.59 -4.67 0.00
H 1.11 -3.96 -6.42 0.00
P 0.99 -1.16 4.13 0.00
N 1.05 2.54 0.60 0.13
C -3.42 3.16 -4.03 0.00
H 3.61 4.73 0.57 0.01
N -4.50 -0.11 -0.64 0.02
H 3.65 -2.30 6.63 0.00
H -4.74 -1.05 -0.92 0.00
S -2.11 3.01 -2.79 0.00
S 2.68 -1.08 3.08 0.00
H 1.98 -3.64 3.91 0.00
O 0.21 -2.54 3.84 0.00
Ba 0.58 -0.18 0.72 0.01
H -4.29 2.59 -3.72 0.00
C 2.28 3.05 0.59 0.01
H -4.71 0.56 -1.37 0.00
C 1.97 -3.16 -2.77 0.00
C 3.13 -1.57 7.25 0.00
H -0.27 -1.07 -4.99 0.00
H 0.84 -5.75 3.18 0.00
N -0.19 -0.31 -3.46 0.00
N -1.49 1.55 0.36 0.24
C 2.31 -0.64 6.38 0.00
C 1.13 -2.29 -3.48 0.00
H 3.14 -4.95 -2.77 0.00
C 2.58 4.39 0.59 0.11
C -3.19 -0.05 -0.17 0.05
H 2.19 -2.89 -1.74 0.00
H -2.23 4.64 1.42 0.00
H -0.60 5.51 0.63 0.00
H -3.67 2.50 -6.08 0.00
```

The calculation puts the total energy at -104581.6584 eV. For the energy above the lowest of the compared OMol25 structures with the same formula, charge and spin, the calculation gives 0.0 kcal/mol. The multiplicity is 2. As for the HOMO-LUMO gap (alpha / beta): 4.75 / 7.21 eV. Its charge is -1.


Entry 2:
Here is a structure of composition C22H29BaNO2S4Se from OMol25. Energies are from ωB97M-V/def2-TZVPD.

```
60
Properties=species:S:1:pos:R:3:mulliken_charge:R:1
C 0.49 -3.12 2.58 -0.51
O -0.49 -1.24 1.58 -0.23
C -1.35 -1.93 3.67 1.05
H 1.37 -4.70 3.68 0.40
C -4.54 2.93 1.07 -0.71
H -2.74 -0.80 4.77 0.35
H -4.66 3.61 1.91 0.23
H 4.28 2.91 -0.83 0.44
C -2.39 -1.01 3.77 -0.52
C -3.75 0.69 0.83 1.10
H 1.67 0.95 -5.33 0.43
H -3.80 3.32 0.36 0.12
Se -1.56 3.16 -1.00 -0.99
C 3.33 -1.43 0.10 -0.32
C 0.75 2.98 -3.56 -0.68
H 2.69 -2.26 0.42 -0.02
H 0.72 -0.48 -4.96 0.42
H 3.02 0.62 -3.28 -0.34
C 2.01 3.19 -2.73 -0.74
C 3.77 1.35 0.54 -1.18
N -3.08 -0.34 2.86 0.04
H -0.07 3.56 -3.14 0.21
H 2.24 4.26 -2.74 0.47
H -2.69 -2.52 1.27 0.51
C 1.27 0.35 -4.51 -1.07
H 1.11 -3.27 1.71 0.29
H -3.09 -2.56 -1.18 0.39
H 3.91 -2.36 -1.74 0.50
C -1.11 -2.73 4.84 -0.72
C -3.94 0.67 -0.55 -0.19
H 3.07 -0.81 -4.32 0.43
Ba -0.57 0.49 -0.52 0.33
C -3.03 -1.63 0.75 -0.06
C -0.46 -2.04 2.54 0.18
H -0.01 -4.32 5.72 0.39
H 2.86 2.67 -3.17 0.42
H 0.94 3.31 -4.59 0.49
C -3.25 -1.65 -0.62 -0.88
C 3.60 2.06 -0.80 -0.25
C 3.45 -1.42 -1.42 -0.80
H 4.32 -1.62 0.52 0.43
H -1.73 -2.57 5.71 0.34
C -3.24 -0.46 1.46 -0.43
H 4.11 -0.62 -1.74 0.39
S 1.88 2.64 -1.00 0.13
S 0.03 1.32 -3.60 0.17
S 2.60 0.01 0.91 0.13
C -3.69 -0.49 -1.26 -0.74
C -0.16 -3.70 4.85 -0.69
H -4.23 1.58 -1.06 0.22
H -3.67 0.40 3.23 0.28
H 3.87 1.40 -1.63 -0.13
S 1.87 -1.20 -2.28 0.11
H 3.61 2.06 1.35 0.45
O -4.03 1.71 1.65 -0.42
H 4.79 0.97 0.64 0.44
C 0.63 -3.91 3.68 -0.52
H -5.50 2.73 0.60 0.37
C 2.43 -0.20 -3.68 0.08
H -3.84 -0.49 -2.33 0.40
```

The calculation puts the total energy at -138251.2669 eV. For the energy above the lowest of the compared OMol25 structures with the same formula, charge and spin, the calculation gives 0.0 kcal/mol. As for the HOMO-LUMO gap: 4.27 eV.


Entry 3:
Here is a structure of composition C22H29F3N3OPt at a distorted geometry from OMol25. Energies are from ωB97M-V/def2-TZVPD.

```
59
Properties=species:S:1:pos:R:3:mulliken_charge:R:1
H 4.89 -0.76 -1.03 0.43
F -1.43 7.24 0.31 -0.28
C -2.50 2.43 3.45 -0.43
H 4.62 0.72 -4.91 0.39
C 0.69 -4.29 0.27 -1.09
H 2.01 5.20 0.06 0.39
H -4.40 3.24 4.08 0.34
H -2.01 2.53 -0.59 0.43
H -1.93 3.02 4.16 0.34
C -0.19 6.75 0.15 0.79
H -0.55 -0.25 -3.87 0.42
H 2.06 2.76 -0.39 0.29
C 3.62 -0.61 -3.52 -0.91
H 3.24 -3.11 -0.01 0.19
C 4.25 0.11 -0.92 -1.99
H 2.31 0.18 0.57 0.27
N 1.93 -0.14 -0.31 -0.22
Pt -0.10 -0.34 0.06 -0.48
H 0.91 0.45 -4.58 0.37
C -1.14 3.16 -0.45 -0.59
H 0.64 -1.36 -2.14 -0.18
C -1.83 1.59 2.59 -0.69
H -0.04 -4.78 0.91 0.33
N 0.03 2.53 -0.52 0.20
C 2.82 -0.22 -1.24 0.90
H 3.21 -2.22 1.53 0.29
C 2.86 -3.11 1.01 -1.22
H 4.08 1.51 -3.42 0.22
C 1.09 4.64 -0.08 -1.05
C 1.24 -1.03 -3.00 -0.39
N 2.57 -0.66 -2.53 0.42
O 0.67 -2.26 1.50 -0.48
H -4.55 0.38 0.87 0.34
H 4.31 0.45 0.12 0.46
C 1.11 3.28 -0.33 -0.02
C -1.81 0.04 0.75 -1.09
C 3.82 0.76 -4.17 -0.92
H 1.43 -5.02 -0.08 0.35
H 0.37 0.93 -2.94 -0.03
H 1.36 -1.87 -3.70 0.46
C 1.34 -3.14 1.01 0.98
H -5.69 1.91 2.43 0.33
H 3.25 -4.00 1.52 0.46
H 0.15 -3.89 -0.59 0.22
F 0.33 7.43 -0.92 -0.27
H 4.56 -0.94 -3.08 0.39
C -2.55 0.80 1.61 1.44
H 3.37 -1.33 -4.30 0.39
H -0.75 1.50 2.61 0.27
H -2.27 4.97 -0.17 0.48
C -3.89 2.56 3.41 -0.63
H 4.65 0.91 -1.55 0.33
C -0.14 5.29 -0.03 0.40
C 0.45 0.10 -3.65 -0.90
F 0.53 7.19 1.20 -0.27
H 2.91 1.09 -4.66 0.24
C -1.29 4.51 -0.22 -0.52
C -4.61 1.81 2.48 -0.19
C -3.98 0.95 1.60 -0.71
```

The calculation puts the total energy at -41198.3724 eV. For the energy above the lowest of the compared OMol25 structures with the same formula, charge and spin, the calculation gives 18.1 kcal/mol. As for the HOMO-LUMO gap (alpha / beta): 3.24 / 3.26 eV. Its charge is -1.


Entry 4:
Here is a structure of composition C22H29FeN8O4S from OMol25. Energies are from ωB97M-V/def2-TZVPD.

```
65
Properties=species:S:1:pos:R:3:mulliken_charge:R:1
H 0.07 -2.84 -2.60 0.23
O 2.23 -0.96 3.36 -0.82
H 2.97 -3.23 2.13 0.39
H -4.33 -1.84 -1.27 0.45
C 2.79 -2.36 1.50 -0.71
C -2.98 -2.70 1.51 -0.97
H 4.30 1.68 1.63 0.29
H -0.82 3.21 -0.57 0.05
S 1.71 -0.17 -1.64 -0.73
H -1.24 -5.22 2.96 0.41
N -0.90 -0.61 -0.61 1.80
H -3.94 -2.21 1.50 0.47
H 1.42 5.83 0.65 0.36
C 0.28 0.73 -1.92 0.21
H 0.52 -4.20 1.51 0.35
C -1.94 -2.20 0.72 0.57
C -4.41 -0.83 -0.87 -0.05
N -0.91 0.48 -1.40 -1.48
H -0.57 4.86 -1.21 0.27
O 0.68 2.25 1.08 -0.59
C 3.69 2.79 -0.69 -1.08
H -0.46 2.41 -2.75 0.31
O 0.84 -0.94 1.61 -0.45
H 1.23 2.19 -2.94 0.28
C 3.26 1.53 1.35 -0.77
C -2.74 -3.80 2.31 -0.54
H -0.73 4.57 0.54 0.35
H -6.64 1.70 -0.55 0.38
Fe 0.63 -1.66 -0.21 -0.96
N 2.20 -2.68 0.22 0.75
H 3.89 1.81 -1.14 0.32
H -2.55 1.48 0.74 0.53
O 3.69 -4.32 -0.47 -0.86
C -2.04 -1.00 -0.10 1.05
N 0.32 1.77 -2.80 -0.35
N 1.10 3.99 -0.34 0.32
H -6.45 -0.59 -1.47 0.37
C -3.31 -0.26 -0.25 -0.75
H 4.63 3.26 -0.42 0.28
H 3.15 0.57 0.83 -0.02
H -4.68 2.73 0.56 0.39
C 1.90 -1.33 2.24 0.36
H 2.44 -2.81 -2.60 0.25
C 1.50 2.89 0.45 0.45
H 2.87 5.07 -0.01 0.43
C 2.71 -3.57 -0.61 0.58
C -4.61 1.73 0.16 -0.80
H 1.71 5.85 -1.10 0.33
C 1.94 -3.54 -1.95 -0.80
H 2.64 1.49 2.24 0.37
C -0.49 -3.82 1.52 -0.17
H 3.19 3.40 -1.44 0.39
C 1.81 5.24 -0.19 -1.20
C -5.60 -0.13 -0.98 -0.68
N -0.72 -2.79 0.72 0.15
C -3.42 1.03 0.27 -0.06
N 2.84 2.63 0.48 0.21
H 3.78 -1.88 1.37 0.31
C -5.70 1.15 -0.47 -0.36
N 0.55 -3.07 -1.73 -0.16
H -3.53 -4.20 2.94 0.41
C -1.47 -4.38 2.33 -0.90
H 0.04 -3.83 -1.29 0.30
H 1.99 -4.52 -2.43 0.36
C -0.34 4.17 -0.40 -0.83
```

The calculation puts the total energy at -88622.6090 eV. For the energy above the lowest of the compared OMol25 structures with the same formula, charge and spin, the calculation gives 0.0 kcal/mol. As for the HOMO-LUMO gap: 6.67 eV. Its charge is -1.


Entry 5:
Here is an isolated molecule of C22H29N3O2 from OMol25. Energies are from ωB97M-V/def2-TZVPD.

```
56
Properties=species:S:1:pos:R:3:mulliken_charge:R:1
H -4.10 0.74 -1.44 0.65
H 6.40 0.10 0.24 0.39
H 1.60 1.36 1.77 0.11
C 0.58 2.09 -0.76 -1.09
C 5.53 -0.19 -0.33 -0.88
H 2.09 3.61 1.32 0.34
N -2.56 0.14 -0.24 0.06
C 0.06 -1.41 0.42 0.84
C -0.51 1.41 1.42 -1.04
C 3.11 -1.95 1.66 -0.92
H 0.87 -3.34 0.80 0.39
O -1.99 1.79 -1.68 -0.74
C -0.32 1.05 -0.07 0.91
H 2.79 -2.36 2.59 0.47
H -6.02 -2.15 -1.09 0.29
H 1.62 1.76 -0.72 0.35
C 5.42 0.11 -1.67 -0.52
H 4.98 -1.19 2.30 0.17
C 2.47 -1.96 0.45 0.89
H -0.59 3.74 -0.09 0.36
H 1.04 -2.80 -0.88 0.31
C -4.00 -1.46 -1.45 -0.75
C -1.72 1.04 -0.77 -0.09
O -0.91 -1.61 1.13 -0.72
H 0.54 4.18 1.93 0.34
H -2.22 -0.51 0.46 0.12
H -3.02 -1.95 -1.41 0.20
H 2.40 -1.27 -2.42 0.47
C 0.77 2.03 1.97 -0.65
H 6.21 0.66 -2.16 0.41
C 3.26 -0.97 -1.83 -0.04
H 1.15 -0.25 -0.79 -0.15
H -4.28 -1.36 -2.49 0.34
C 1.01 3.40 1.33 -0.70
H 1.00 4.19 -0.68 0.44
C -5.03 -2.27 -0.65 -0.62
H -4.57 0.46 1.26 0.34
C -3.90 -0.08 -0.75 -0.21
H 4.25 -0.02 -3.46 0.41
C 4.48 -0.89 0.27 -1.05
C 1.11 -2.49 0.16 -1.28
C 3.34 -1.28 -0.47 1.39
C 0.46 3.45 -0.09 -0.93
C -5.00 -1.62 0.74 -0.51
C -4.90 -0.14 0.41 -0.96
H 0.69 2.13 3.06 0.50
H -1.34 2.11 1.52 0.50
H -5.89 -1.87 1.33 0.40
N 0.32 -0.26 -0.21 0.36
C 4.30 -0.27 -2.41 -0.90
H 0.27 2.16 -1.81 0.46
H -4.79 -3.33 -0.62 0.36
H -4.12 -1.95 1.29 0.20
N 4.32 -1.31 1.55 0.03
H -0.76 0.51 1.98 0.59
H -5.87 0.24 0.08 0.36
```

The calculation puts the total energy at -31852.2556 eV. For the energy above the lowest of the compared OMol25 structures with the same formula, charge and spin, the calculation gives 0.0 kcal/mol. As for the HOMO-LUMO gap: 8.90 eV. Its SMILES is O=C(Cc1c[nH]c2ccccc12)NC1(C(=O)NC2CCCC2)CCCCC1.


Entry 6:
Here is an isolated molecule of C22H29N3O2S from OMol25. Energies are from ωB97M-V/def2-TZVPD.

```
57
Properties=species:S:1:pos:R:3:mulliken_charge:R:1
C -1.15 0.52 -3.19 -0.71
H 0.87 3.92 -0.14 0.34
H 0.59 3.38 -2.81 0.31
H 0.89 0.03 3.71 0.57
H 4.99 3.87 -1.76 0.43
H 0.78 2.50 0.90 0.18
H -3.86 -5.18 2.07 0.36
C -0.49 -0.17 2.11 0.65
C -0.54 -0.23 -2.20 -0.67
H 2.66 1.46 -0.41 0.46
H -1.22 2.43 -4.15 0.39
H -0.86 -1.24 -2.03 0.61
H 2.23 3.51 0.91 0.39
N 1.81 -1.00 2.16 0.08
C -2.91 -2.16 0.18 0.35
C 2.99 -1.17 2.98 -1.13
C 0.47 0.31 -1.41 0.58
H 3.86 -1.30 2.34 0.35
S -2.42 -3.73 0.87 -0.03
H 0.29 -1.64 3.51 0.26
C -4.23 -0.90 -1.37 -0.77
C -2.74 0.24 0.14 -0.56
H 1.13 -2.98 1.70 0.32
H 4.26 3.82 -0.16 0.30
C -4.03 -4.25 1.56 -0.89
C -0.75 1.83 -3.40 -1.00
H -4.75 -4.39 0.76 0.30
C -3.69 0.27 -0.87 -0.72
C 1.45 3.10 0.28 -1.08
H -1.93 0.09 -3.79 0.44
H -3.98 1.23 -1.28 0.43
C -2.34 -0.98 0.67 0.45
C 0.80 -1.72 -0.01 0.26
H 1.61 0.08 0.29 -0.04
N 1.04 -0.44 -0.37 0.20
H 3.11 2.56 -2.70 0.43
H 2.92 -2.04 3.65 0.37
H 2.59 -2.43 0.87 0.59
C 2.04 2.25 -0.85 0.77
H 2.54 4.05 -1.95 0.28
O 0.10 -2.52 -0.58 -0.68
C 1.61 -2.11 1.24 -0.91
H -4.38 -3.49 2.26 0.29
C 4.35 3.29 -1.10 -1.44
O -0.56 1.02 1.86 -0.68
H -4.25 -3.03 -1.23 0.50
H 3.14 -0.28 3.59 0.33
H -4.96 -0.87 -2.16 0.41
H -1.21 -2.07 1.92 0.13
H 4.84 2.33 -0.91 0.35
C -3.84 -2.11 -0.84 -0.52
C 0.92 1.62 -1.65 0.16
H -2.30 1.15 0.51 0.46
C 0.28 2.36 -2.63 -0.43
C 0.63 -0.74 2.97 -1.10
N -1.36 -1.10 1.66 -0.02
C 2.98 3.08 -1.74 -0.69
```

The calculation puts the total energy at -42686.6699 eV. For the energy above the lowest of the compared OMol25 structures with the same formula, charge and spin, the calculation gives 5.5 kcal/mol. As for the HOMO-LUMO gap: 8.64 eV. Its SMILES is CC[C@@H](C)c1ccccc1NC(=O)CN(C)CC(=O)Nc1ccccc1SC.